(1)
C6H18O3 | the ωB97M-V functional and the def2-TZVPD basis

```
27
C6H18O3 the ωB97M-V functional and the def2-TZVPD basis
O 0.48836 -2.22785 -1.01801
H -0.19644 -1.58989 -1.25499
H -0.00757 -3.01091 -0.76631
C -2.43858 0.56540 1.76489
C -1.44350 -0.45686 1.19188
C -1.46304 -1.74032 2.00299
O -1.82075 -0.80080 -0.16067
H -3.38263 0.05562 1.97932
H -2.62996 1.42232 1.12202
H -2.05995 0.88885 2.73775
H -0.46170 0.01659 1.16057
H -1.96850 -1.60531 2.96060
H -0.44979 -2.04617 2.28681
H -1.91641 -2.53975 1.42817
H -2.40865 -0.12523 -0.51541
C 0.84187 1.63574 -1.93224
C 2.24617 1.11519 -1.64341
C 2.52690 1.12513 -0.16154
O 2.34908 -0.23137 -2.14705
H 0.12248 1.03960 -1.36201
H 0.59432 1.49988 -2.98673
H 0.73403 2.69681 -1.70286
H 2.98823 1.67072 -2.21461
H 1.72513 0.62220 0.38174
H 2.59934 2.14617 0.24110
H 3.48962 0.68019 0.09488
H 1.94195 -0.80596 -1.48688
```

## Properties
SMILES = CC(C)O.CC(C)O.O
Frontier orbital gap = 10.43 eV
Energy relative to the best compared isomer or geometry (same formula, charge and spin) = 0.5 kcal per mole
HOMO energy = -9.780 eV

(2)
C3H2NP | the ωB97M-V functional and the def2-TZVPD basis

```
7
C3H2NP the ωB97M-V functional and the def2-TZVPD basis
C -0.69671 0.81453 -1.39607
C -0.05126 0.80976 -0.19259
C 0.34421 0.20829 0.86886
N -1.23681 0.68046 -2.42354
P -0.12912 -1.60740 0.93123
H 1.08590 -1.59453 0.40966
H 0.68380 0.68890 1.80245
```

## Properties
Frontier orbital gap (spin up / spin down) = 7.15 / 7.84 eV
Energy relative to the best compared isomer or geometry (same formula, charge and spin) = 52.8 kcal per mole
HOMO energy (spin up / spin down) = -8.852 / -9.329 eV

(3)
C6H12O | the ωB97M-V functional and the def2-TZVPD basis

```
19
C6H12O the ωB97M-V functional and the def2-TZVPD basis
C -2.41891 -0.79387 -1.97133
C -1.55284 -0.21344 -0.88897
O -0.98559 -1.13884 0.03010
C -0.10218 -0.40838 -0.81872
C 0.79267 0.57885 -0.10364
C 1.59276 -0.07238 1.03855
C 1.70909 0.85347 2.24701
H -2.59738 -0.05581 -2.76094
H -3.38772 -1.09460 -1.55821
H -1.94465 -1.67721 -2.40948
H -1.94161 0.68900 -0.40931
H 1.07672 -0.98871 1.34625
H 0.36568 -1.02510 -1.59077
H 0.15964 1.37315 0.31296
H 1.45879 1.06306 -0.82928
H 2.58967 -0.36907 0.68977
H 0.70897 1.10688 2.61911
H 2.21550 1.79189 1.99112
H 2.26139 0.38112 3.06579
```

## Properties
SMILES = CCC[C@H]1O[C@@H]1C
Frontier orbital gap = 11.36 eV
Energy relative to the best compared isomer or geometry (same formula, charge and spin) = 28.4 kcal per mole
HOMO energy = -10.132 eV

(4)
C19H45BrN3O5 | the ωB97M-V functional and the def2-TZVPD basis

```
73
C19H45BrN3O5 the ωB97M-V functional and the def2-TZVPD basis
C -1.85235 2.35682 -4.27610
C -3.04486 1.72127 -3.55203
C -3.59289 0.50060 -4.28938
C -4.99407 0.06242 -3.84536
C -5.21948 0.12640 -2.34846
N -5.97238 0.94245 -4.60895
C -7.36826 1.12384 -4.08005
C -7.46750 2.48611 -3.41095
O -7.23426 3.47141 -4.04359
Br -7.93938 2.55773 -1.57197
H -1.75883 3.40708 -4.00550
H -0.93572 1.87242 -3.94237
H -1.94073 2.27659 -5.35740
H -3.84054 2.47132 -3.45094
H -2.72560 1.44657 -2.54695
H -2.92444 -0.35540 -4.21520
H -3.62656 0.76077 -5.35449
H -5.15047 -0.96209 -4.18011
H -4.34372 -0.28904 -1.85176
H -5.35770 1.13808 -1.97888
H -6.07064 -0.48035 -2.04335
H -5.55283 1.86752 -4.74586
H -6.05698 0.54054 -5.54193
H -8.02962 1.18190 -4.94394
H -7.67023 0.28638 -3.46436
C -1.05122 3.01454 -0.79480
O -0.98237 1.60328 -0.86984
C 0.34387 1.07357 -0.83732
C 0.59857 0.30454 0.43730
N 0.65357 1.18938 1.59031
C 0.73265 0.50549 2.87810
C -0.42805 -0.38773 3.29387
O -1.63270 0.30828 3.55802
C -2.45893 0.54922 2.44196
H -2.09320 3.28878 -0.96271
H -0.74149 3.39799 0.18153
H -0.43701 3.48197 -1.57088
H 1.07584 1.87690 -0.95723
H 0.44584 0.39117 -1.68618
H 1.55851 -0.21234 0.35179
H -0.18286 -0.46402 0.52391
H -0.15564 1.79639 1.58622
H 0.85479 1.27086 3.64763
H 1.64426 -0.09998 2.88329
H -0.14874 -0.86492 4.23587
H -0.61091 -1.19403 2.57279
H -2.38043 -0.25404 1.70250
H -2.22987 1.50327 1.95517
H -3.48812 0.59554 2.79975
C 7.62871 -0.44793 1.79169
O 7.56629 -1.83680 2.04239
C 7.56269 -2.18990 3.41994
C 6.23851 -2.79860 3.82127
N 5.17182 -1.80735 3.79182
C 3.83017 -2.34368 3.97972
C 3.29038 -3.32346 2.94451
O 3.05949 -2.75554 1.66721
C 4.18111 -2.71769 0.80373
H 7.76532 -0.31976 0.71933
H 6.71194 0.07153 2.09375
H 8.47569 0.01178 2.30921
H 7.79055 -1.31825 4.03978
H 8.35102 -2.93131 3.57410
H 6.32492 -3.19238 4.83806
H 6.04980 -3.64826 3.15036
H 5.20911 -1.30941 2.91206
H 3.14250 -1.49482 4.02224
H 3.78977 -2.82984 4.95970
H 2.31421 -3.66552 3.29830
H 3.92115 -4.21480 2.84792
H 4.85249 -3.56181 0.97774
H 4.74743 -1.78726 0.90362
H 3.80866 -2.77435 -0.21957
```

## Properties
Frontier orbital gap = 6.21 eV
Charge = +1
HOMO energy = -9.937 eV